1.
C37H44BrClF6O20S | ωB97M-V/def2-TZVPD

Element x y z (Å)
C 6.37100 0.97313 1.28091
C 6.17085 0.06384 0.05306
Br 7.02025 -1.68873 0.41081
C 4.69190 -0.23971 -0.18995
C 3.91335 0.87449 -0.84166
C 4.36579 1.51498 -1.99590
F 5.52931 1.15312 -2.55382
C 3.65446 2.52876 -2.63068
Cl 4.30633 3.29537 -4.03638
C 2.41649 2.94087 -2.15765
C 1.94149 2.31134 -1.01720
C 2.66966 1.31450 -0.36118
C 2.04117 0.74904 0.87371
O 2.63226 0.53292 1.89539
C 0.57252 0.51378 0.73764
C -0.00911 -0.63486 1.25577
C -1.36558 -0.85754 1.06261
C -2.00196 -2.12314 1.54392
C -1.95009 -3.03524 0.31780
C -3.26699 -3.27922 -0.43277
O -2.61882 -4.23306 0.39656
C -2.09904 0.10000 0.36558
C -1.51829 1.25149 -0.14097
S -2.53169 2.37260 -1.06692
O -1.80562 2.76625 -2.23940
O -3.78743 1.73425 -1.34648
C -2.83446 3.88877 0.00045
F -2.14909 3.72754 1.13538
F -2.45679 4.96760 -0.65580
C -4.33673 4.04636 0.35831
F -4.45051 5.05625 1.21092
F -5.02909 4.31230 -0.73349
F -4.80924 2.94406 0.92450
C -0.15395 1.47827 0.04927
C 0.60468 2.66402 -0.46119
O 0.19426 3.78343 -0.39951
H 6.98396 1.82124 0.98418
H 5.42662 1.29327 1.70992
H 6.94035 0.43254 2.02909
H 6.69060 0.43811 -0.81260
H 4.26644 -0.57164 0.74641
H 4.64200 -1.09630 -0.86694
H 1.87278 3.71886 -2.66821
H 0.62302 -1.33946 1.77688
H -3.04591 -2.02340 1.81738
H -1.40159 -2.64980 2.28208
H -1.04809 -2.97854 -0.27593
H -2.91678 -3.18984 -1.45047
H -3.97304 -2.62326 0.04529
H -3.15436 -0.06108 0.18268
C -9.03326 -1.03369 5.33872
O -8.57045 0.25089 4.91585
C -7.50654 0.21440 4.11434
O -6.93712 -0.77842 3.74237
O -7.18209 1.46622 3.79569
C -6.04798 1.57266 2.93030
H -9.89498 -0.86702 5.97798
H -9.34075 -1.63274 4.48375
H -8.26656 -1.55659 5.90705
H -6.24020 1.07367 1.98275
H -5.16587 1.14996 3.41067
H -5.89119 2.62468 2.76160
C 3.08134 -5.00957 -0.32907
O 3.39371 -4.85927 -1.71571
C 2.75411 -3.86148 -2.31875
O 1.96504 -3.11161 -1.80096
O 3.13541 -3.83048 -3.59296
C 2.52253 -2.79677 -4.36699
H 3.66700 -5.85014 0.03046
H 3.35911 -4.11510 0.22623
H 2.02271 -5.22519 -0.19475
H 2.77559 -1.81598 -3.96737
H 1.44222 -2.92524 -4.39354
H 2.91956 -2.88745 -5.37361
C 10.76610 -4.58518 1.19826
O 11.92405 -3.76759 1.01970
C 11.82896 -2.56029 1.57574
O 10.88332 -2.13809 2.18668
O 12.96304 -1.90206 1.33580
C 12.99842 -0.58136 1.87862
H 10.97429 -5.52895 0.70264
H 10.58279 -4.76646 2.25569
H 9.89457 -4.12186 0.73908
H 12.90329 -0.60840 2.96250
H 12.21016 0.03269 1.44707
H 13.96522 -0.16350 1.61330
C 4.67526 1.98280 -7.36191
O 3.94459 2.33093 -8.53937
C 4.26966 3.51781 -9.05002
O 5.09301 4.27483 -8.60697
O 3.52429 3.72127 -10.13552
C 3.76980 4.96767 -10.78953
H 4.31913 1.00502 -7.04948
H 5.74148 1.92220 -7.57352
H 4.49173 2.70084 -6.56559
H 4.80115 5.02534 -11.13219
H 3.54684 5.80060 -10.12550
H 3.10395 5.00359 -11.64679
C -15.53567 -1.78531 7.22523
O -15.06774 -0.50541 6.79553
C -13.99931 -0.55206 6.00142
O -13.43026 -1.54987 5.64155
O -13.66728 0.69605 5.67649
C -12.52980 0.79025 4.81743
H -16.39928 -1.60240 7.85784
H -15.83609 -2.39092 6.37238
H -14.76998 -2.30083 7.80178
H -12.71885 0.28823 3.87027
H -11.64991 0.37022 5.29774
H -12.35957 1.84586 4.62809

Cartesian forces, eV/Å:
C 0.56 -0.26 -0.54
C -0.30 -0.18 1.02
Br 0.04 0.10 -0.15
C 0.49 -0.41 -0.94
C -0.24 0.58 0.34
C -0.17 0.08 -0.05
F -0.06 -0.14 0.05
C -0.20 0.20 -0.11
Cl 0.05 -0.11 0.21
C 0.54 -0.39 0.40
C -0.05 -0.09 -0.06
C 0.42 -0.02 -0.28
C -0.28 0.17 -0.42
O 0.37 -0.33 0.46
C 0.14 0.09 -0.15
C -0.11 0.39 -0.19
C 0.19 0.42 0.70
C 0.65 -0.91 -1.37
C -1.30 0.78 0.09
C 3.10 1.75 0.86
O -0.48 -1.09 -0.17
C -0.44 0.02 -0.14
C 0.29 0.25 0.77
S -0.10 -0.87 -2.31
O 0.48 0.54 0.53
O -0.23 0.08 1.01
C -0.43 -0.61 0.14
F 0.09 0.18 0.27
F 0.28 0.22 -0.08
C 0.54 -0.07 -0.36
F -0.18 0.21 0.24
F -0.26 0.11 -0.19
F 0.06 -0.03 0.05
C -0.28 -0.30 -0.06
C 0.29 -0.65 -0.02
O -0.42 0.83 -0.14
H -0.15 0.26 0.14
H -0.09 0.10 -0.02
H -0.08 0.08 0.24
H 0.00 -0.05 -0.16
H -0.22 0.16 0.10
H -0.06 -0.02 -0.10
H -0.15 0.06 0.06
H -0.05 -0.09 0.12
H 0.01 0.14 0.46
H -0.11 0.43 0.56
H 0.29 -0.33 -0.02
H -1.22 -0.77 -0.60
H -0.98 -0.47 -0.45
H -0.05 0.02 0.04
C -0.16 -0.22 0.10
O -0.05 0.03 0.04
C -0.03 0.05 0.02
O 0.02 -0.02 0.00
O -0.01 -0.05 0.01
C 0.02 -0.10 0.16
H 0.03 0.15 0.00
H 0.10 -0.03 -0.02
H 0.07 -0.01 -0.10
H 0.02 -0.07 0.03
H -0.02 -0.09 -0.06
H -0.18 0.16 0.16
C 0.02 -0.09 0.21
O 0.00 0.00 -0.01
C 0.08 -0.08 -0.03
O -0.05 0.09 0.08
O 0.01 0.01 -0.02
C -0.03 0.10 -0.19
H 0.06 -0.01 -0.13
H -0.07 0.04 -0.03
H -0.02 0.10 -0.01
H -0.08 -0.01 0.07
H -0.01 0.05 0.09
H 0.08 -0.11 0.05
C -0.12 -0.19 -0.04
O 0.03 -0.02 -0.02
C 0.03 -0.02 -0.05
O -0.01 0.02 0.03
O 0.03 -0.01 -0.02
C 0.11 0.19 0.03
H 0.13 0.05 -0.04
H -0.05 0.10 0.01
H -0.01 0.06 0.09
H -0.11 0.00 -0.01
H -0.07 -0.04 0.07
H 0.03 -0.12 -0.06
C 0.09 -0.13 0.16
O -0.02 -0.05 0.00
C -0.05 -0.02 -0.02
O 0.01 0.01 0.01
O -0.02 -0.02 -0.01
C -0.04 0.15 -0.17
H -0.11 0.01 -0.11
H 0.01 0.11 0.00
H 0.06 0.00 -0.17
H 0.03 0.03 0.10
H 0.10 -0.01 0.04
H -0.05 -0.13 0.04
C -0.15 -0.13 0.12
O -0.02 0.02 0.01
C -0.02 0.05 0.03
O 0.02 -0.02 0.01
O -0.02 0.03 -0.01
C 0.17 0.16 -0.19
H 0.02 0.14 -0.02
H 0.10 -0.03 -0.02
H 0.05 -0.03 -0.09
H 0.02 -0.12 0.06
H -0.02 -0.08 -0.03
H -0.14 0.04 0.13

E_tot: -6972.64558 Ha
Energy relative to the best compared isomer or geometry (same formula, charge and spin): 0.0 kJ/mol
Total charge: 0
E_HOMO: -9.94 eV
SMILES: C[C@@H](Br)Cc1c(F)c(Cl)cc2c1C(=O)c1cc(C[C@@H]3CO3)cc(S(=O)(=O)C(F)(F)C(F)(F)F)c1C2=O.COC(=O)OC.COC(=O)OC.COC(=O)OC.COC(=O)OC.COC(=O)OC
Frontier orbital gap: 8.70 eV
2S+1: 1
Lowest unoccupied orbital energy: -0.04549 Ha

---

2.
C23H23InN7O3S | ωB97M-V/def2-TZVPD

Element x y z (Å)
In -0.81407 -0.26092 -1.23084
N -0.98273 -2.26589 -1.52800
C -2.17170 -2.96501 -1.28722
C -3.26352 -2.34326 -0.68049
C -4.41779 -3.05598 -0.38410
C -4.51328 -4.40146 -0.69850
C -3.43660 -5.02478 -1.31815
C -2.27938 -4.32269 -1.60601
H -3.23587 -1.27909 -0.45225
H -5.25066 -2.54400 0.08043
H -5.41481 -4.95461 -0.47598
H -3.49664 -6.07361 -1.57866
H -1.44310 -4.82435 -2.07951
O 1.33004 3.89527 5.31995
C 0.19592 3.25961 5.83579
N -0.08170 1.98690 5.18223
C -0.41913 2.00074 3.87358
O -0.56829 3.03527 3.24536
C -0.61141 0.67324 3.19244
C -0.76043 -0.54840 3.83657
C -0.93052 -1.69772 3.08140
C -0.95175 -1.59562 1.70372
N -0.82699 -0.41656 1.08136
C -0.66412 0.68995 1.80861
H 1.08398 4.26798 4.46454
H -0.69222 3.88348 5.73278
H 0.38039 3.05898 6.88767
H 0.29061 1.14787 5.59289
H -0.76721 -0.61536 4.91712
H -1.05428 -2.66373 3.54894
H -1.08136 -2.46189 1.06772
H -0.57839 1.63587 1.28567
S -1.84697 1.92481 -1.41976
C -1.36886 1.82073 -3.10796
N -0.72931 0.68489 -3.45318
C -0.38369 0.53080 -4.73155
C -0.65360 1.50718 -5.66765
C -1.28845 2.65110 -5.20337
N -1.64960 2.81522 -3.93442
H -0.41213 -2.70725 -2.23507
H 0.11374 -0.39529 -4.99272
H -0.38079 1.38674 -6.70469
H -1.52653 3.46875 -5.87375
N 6.02958 2.02056 -0.32049
C 5.59098 0.76961 -0.59386
O 6.31535 -0.18895 -0.73602
C 4.09465 0.60347 -0.75560
C 3.57247 -0.66734 -0.55077
C 2.21857 -0.86433 -0.71079
N 1.39389 0.12920 -1.07574
C 1.89336 1.34901 -1.29019
C 3.23901 1.62696 -1.13711
H 7.01715 2.13626 -0.15898
H 5.41281 2.74667 -0.00407
H 4.23335 -1.47893 -0.28120
H 1.75702 -1.83213 -0.55289
H 1.18667 2.11631 -1.58458
H 3.59833 2.62573 -1.34264

Cartesian forces, eV/Å:
In 0.01 -0.01 -0.02
N 0.01 0.02 -0.06
C 0.02 -0.04 -0.01
C -0.04 -0.02 0.02
C 0.01 0.02 -0.01
C 0.01 0.00 -0.01
C -0.01 0.00 0.00
C 0.00 0.03 0.01
H 0.01 0.01 -0.01
H 0.00 -0.01 0.00
H 0.00 0.00 0.00
H 0.00 0.00 0.00
H 0.00 -0.01 0.00
O 0.01 0.00 0.00
C -0.01 0.01 0.00
N -0.01 0.02 0.01
C 0.01 -0.01 -0.01
O 0.00 0.00 0.00
C 0.00 -0.03 0.01
C 0.00 0.02 0.00
C 0.00 -0.02 -0.02
C -0.01 -0.03 0.02
N 0.04 0.08 -0.01
C -0.01 -0.01 0.02
H 0.00 0.00 0.00
H 0.00 0.00 0.00
H 0.00 0.00 0.00
H 0.00 0.00 -0.01
H 0.00 0.01 0.00
H 0.00 0.00 0.00
H 0.00 0.00 -0.01
H 0.00 -0.01 -0.01
S 0.00 0.02 0.00
C -0.02 -0.05 0.01
N 0.01 0.01 0.03
C -0.01 0.02 -0.03
C 0.03 -0.03 0.01
C -0.04 -0.01 0.00
N 0.00 0.03 0.00
H -0.01 0.00 0.04
H 0.01 0.00 0.00
H 0.00 0.01 0.00
H 0.01 0.00 0.00
N 0.00 0.00 0.01
C -0.01 0.01 -0.02
O 0.00 -0.01 0.01
C 0.02 0.00 0.01
C 0.01 0.00 0.00
C -0.04 0.03 -0.01
N 0.02 -0.06 0.01
C 0.01 0.02 -0.01
C -0.02 0.00 0.00
H 0.00 0.00 0.00
H 0.00 0.00 0.00
H -0.01 -0.01 0.00
H 0.02 -0.01 0.01
H -0.01 -0.01 0.00
H 0.00 0.00 0.00

E_tot: -2087.50453 Ha
Energy relative to the best compared isomer or geometry (same formula, charge and spin): 0.0 kJ/mol
Total charge: +1
E_HOMO: -10.31 eV
Frontier orbital gap: 6.96 eV
2S+1: 1
Lowest unoccupied orbital energy: -0.12315 Ha

---

3.
C5H6O3 | ωB97M-V/def2-TZVPD

Element x y z (Å)
C -0.84606 0.82303 -0.01263
C 0.59020 1.32512 -0.03032
C -0.88644 -0.62122 -0.60989
C 1.39128 0.10302 0.16710
C 0.61704 -1.06053 -0.16111
O -1.83500 1.36943 0.36213
O 0.81991 -0.70179 1.22487
O -1.86637 -1.38520 -0.00260
H 0.83028 1.80160 -0.97851
H 0.71741 1.84445 0.89651
H -1.06686 -0.69204 -1.72760
H 2.49033 0.23502 0.36859
H 1.01744 -2.00166 -0.35593
H -1.97316 -1.03922 0.85940

Cartesian forces, eV/Å:
C 0.17 -0.86 -1.97
C -0.78 -0.08 0.62
C 2.14 -0.43 0.18
C 1.78 0.05 1.17
C -2.17 0.37 -0.03
O -0.18 0.51 0.57
O -0.60 0.27 -0.47
O -0.03 -0.76 -1.34
H 0.00 0.57 0.24
H 0.17 1.49 0.04
H 0.51 0.40 1.20
H -1.07 -0.52 -1.06
H 0.48 -1.41 -0.77
H -0.42 0.42 1.61

E_tot: -419.77054 Ha
Energy relative to the best compared isomer or geometry (same formula, charge and spin): 180.8 kJ/mol
Total charge: 0
E_HOMO: -9.74 eV
SMILES: O=C1C[C@H]2O[C@H]2[C@H]1O
Frontier orbital gap: 10.52 eV
2S+1: 1
Lowest unoccupied orbital energy: 0.02865 Ha

---

4.
C26H17IrN7O2S3 | ωB97M-V/def2-TZVPD

Element x y z (Å)
Ir 1.22422 -0.82590 0.39938
S 3.41325 -0.33542 0.57660
C 3.85679 0.41936 -0.91785
C 5.19729 0.70774 -1.18744
C 5.54406 1.34502 -2.36217
C 6.92479 1.61949 -2.63493
N 8.03210 1.83067 -2.85497
C 4.54162 1.70637 -3.28744
C 3.22018 1.40189 -3.02927
C 2.86775 0.73725 -1.85135
S 1.21235 0.32334 -1.53841
C 4.88403 2.37907 -4.50746
N 5.14673 2.90919 -5.49182
H 5.96598 0.43475 -0.47695
H 2.45830 1.67448 -3.74726
N -4.40168 5.21695 0.22329
C -3.87326 3.94619 0.20358
C -4.12621 3.05549 1.25402
C -3.58599 1.78659 1.24338
C -2.77285 1.39375 0.18798
C -2.51031 2.26607 -0.86183
C -3.04896 3.53543 -0.85113
S -2.16496 -0.24437 0.09711
O -3.05374 -1.11175 0.81117
O -1.81016 -0.52076 -1.26647
N -0.70144 -0.23581 0.87770
C -0.57224 -0.24783 2.22654
N -1.48140 0.11775 3.11662
C -1.11214 0.02677 4.38932
C 0.13735 -0.41549 4.80212
C 1.02480 -0.78541 3.80758
N 0.67683 -0.70746 2.53289
H -5.17761 5.39338 0.83645
H -4.41284 5.73460 -0.63759
H -4.76136 3.36545 2.07484
H -3.78894 1.09191 2.04586
H -1.89032 1.93955 -1.68597
H -2.84505 4.21688 -1.66776
H -1.85488 0.32592 5.12086
H 0.40369 -0.47178 5.84579
H 2.02478 -1.14241 4.02218
C 1.91189 -2.77083 0.16243
C 0.54551 -3.23137 -0.14025
C -0.35285 -3.51686 0.89947
C -1.65444 -3.88137 0.62561
C -2.07263 -3.97952 -0.70029
C -1.19111 -3.70986 -1.74691
C 0.10613 -3.33815 -1.46729
C -3.42699 -4.35189 -0.99239
N -4.50589 -4.66400 -1.23443
H 2.61670 -2.86361 -0.65641
H 2.32558 -3.13428 1.10161
H -0.01380 -3.44796 1.92632
H -2.35413 -4.07872 1.42489
H -1.53854 -3.77819 -2.76808
H 0.79401 -3.11029 -2.27146

Cartesian forces, eV/Å:
Ir 0.48 1.24 0.08
S -0.16 -0.02 0.15
C -0.03 -0.08 -0.11
C 0.00 0.06 -0.03
C -0.03 -0.06 0.09
C 0.04 0.04 -0.06
N 0.02 0.00 0.03
C -0.07 0.00 0.03
C 0.06 0.05 -0.02
C 0.00 -0.01 0.16
S -0.01 -0.46 -0.48
C 0.04 -0.01 -0.06
N -0.02 0.02 0.00
H 0.00 0.00 0.00
H -0.01 -0.03 0.00
N 0.07 0.06 0.05
C 0.00 -0.05 -0.01
C 0.00 0.01 -0.01
C 0.00 -0.02 0.05
C -0.08 -0.09 -0.12
C 0.10 0.05 0.02
C -0.02 0.01 0.03
S 0.18 0.17 -0.21
O 0.00 0.01 0.06
O -0.07 -0.03 0.09
N -0.10 0.04 0.16
C 0.05 -0.24 0.30
N 0.00 0.05 -0.07
C 0.02 -0.01 0.06
C 0.01 0.01 -0.03
C 0.15 0.06 0.01
N -0.26 -0.57 -0.28
H -0.01 -0.01 -0.02
H -0.02 -0.01 -0.01
H -0.01 0.00 0.00
H -0.02 -0.01 -0.01
H -0.01 -0.02 -0.01
H -0.01 0.00 -0.01
H -0.01 0.00 -0.01
H 0.01 0.00 0.00
H -0.01 -0.03 0.01
C -0.24 0.27 0.26
C -0.01 -0.28 -0.01
C 0.04 -0.08 -0.05
C 0.00 -0.02 -0.03
C 0.08 0.04 0.04
C -0.01 -0.01 0.02
C -0.03 0.06 0.06
C -0.10 -0.02 -0.03
N 0.01 0.00 0.01
H -0.01 -0.03 0.00
H 0.03 -0.08 -0.05
H 0.00 0.00 0.01
H -0.01 0.00 0.00
H 0.00 0.00 0.00
H -0.01 0.02 -0.01

E_tot: -2833.67605 Ha
Energy relative to the best compared isomer or geometry (same formula, charge and spin): 0.0 kJ/mol
Total charge: 0
E_HOMO (alpha / beta): -8.11 / -8.57 eV
Frontier orbital gap (alpha / beta): 6.82 / 6.18 eV
2S+1: 2
Lowest unoccupied orbital energy (alpha / beta): -0.04765 / -0.08785 Ha

---

5.
C4H10FPS | ωB97M-V/def2-TZVPD

Element x y z (Å)
C -2.80041 0.11820 0.14142
C 2.84865 -0.02872 0.14466
C -1.46596 -0.49391 -0.18562
C 1.49150 -0.31817 -0.41406
F -0.02728 0.36640 1.72202
P -0.01848 0.62428 0.11609
S -0.12961 2.48488 -0.40877
H -3.11922 0.00144 1.19531
H -2.69674 1.26682 0.02446
H -3.69489 -0.16660 -0.51392
H 3.51017 -0.88491 -0.14287
H 3.24492 1.01711 -0.20924
H 2.60079 -0.11721 1.22362
H -1.34324 -0.84461 -1.32119
H -1.23898 -1.34812 0.43998
H 1.13437 -1.41303 -0.26190
H 1.70441 -0.26384 -1.55000

Cartesian forces, eV/Å:
C -1.62 2.47 -0.35
C 0.13 0.62 1.13
C 1.21 -0.62 -2.67
C -1.33 -1.75 -2.99
F 0.54 0.36 -0.71
P -0.01 -0.07 0.21
S 0.05 -0.78 0.27
H 0.39 -0.26 -0.53
H -0.33 -1.68 0.02
H 1.53 0.08 0.79
H -0.26 1.06 0.24
H -0.67 -2.13 0.98
H 1.41 0.61 -0.15
H -0.46 0.76 2.35
H 0.00 -0.38 -0.01
H 0.89 1.55 0.03
H -1.44 0.16 1.41

E_tot: -997.84544 Ha
Energy relative to the best compared isomer or geometry (same formula, charge and spin): 0.0 kJ/mol
Total charge: 0
E_HOMO: -9.03 eV
SMILES: CCP(F)(=S)CC
Frontier orbital gap: 9.75 eV
2S+1: 1
Lowest unoccupied orbital energy: 0.02648 Ha

---

6.
H16O8 | ωB97M-V/def2-TZVPD

Element x y z (Å)
O -2.40351 0.74442 -0.96462
H -3.10300 1.35624 -0.73521
H -1.75764 1.28009 -1.42522
O -0.34872 -0.72558 1.59252
H -1.10403 -0.42543 2.09814
H 0.40782 -0.49644 2.13231
O 0.19318 -2.48424 0.27105
H 0.18732 -2.25383 1.20009
H -0.46225 -1.90866 -0.12309
O 0.45427 0.35177 -0.12637
H -0.05593 -0.26944 0.39327
H -0.20184 0.88449 -0.57577
O -1.19258 -1.07253 -0.91584
H -1.88073 -0.40729 -0.90434
H -0.60378 -0.79662 -1.61827
O 2.37859 0.41600 0.96511
H 3.15456 0.55367 0.42185
H 1.64167 0.58875 0.37916
O -1.00222 2.65766 -1.13225
H -0.08462 2.77076 -1.38015
H -1.32609 3.54836 -0.99806
O 2.36449 -1.78054 0.66836
H 1.94596 -0.96213 0.93533
H 2.79905 -1.56944 -0.15797

Cartesian forces, eV/Å:
O -3.03 2.23 -0.05
H -0.33 0.01 0.10
H -0.15 0.54 -0.22
O -1.93 0.09 4.51
H -0.44 0.11 0.20
H 0.53 0.29 0.37
O 0.23 -3.22 0.22
H 0.29 -1.14 -0.70
H -0.33 -0.80 0.12
O 0.05 3.49 -4.32
H -0.40 -0.46 0.02
H 0.36 0.11 0.40
O -0.56 -2.10 -2.46
H -0.77 -0.87 0.28
H 0.29 -0.50 -0.14
O 2.94 3.73 2.36
H 0.45 -0.22 0.34
H -0.83 0.93 -0.67
O 0.85 1.06 -0.27
H 0.47 0.15 -0.09
H -0.22 0.27 0.05
O 1.82 -3.05 0.21
H 0.83 -0.55 -0.21
H -0.11 -0.12 -0.03

E_tot: -611.27817 Ha
Energy relative to the best compared isomer or geometry (same formula, charge and spin): 799.3 kJ/mol
Total charge: 0
E_HOMO: -7.42 eV
Frontier orbital gap: 6.92 eV
2S+1: 1
Lowest unoccupied orbital energy: -0.01854 Ha